Entry 1:
16
Properties=species:S:1:pos:R:3 method="wB97M-V/def2-TZVPD" e_tot_ha=-648.5040 relative_energy_kj_mol=72.47 molar_mass_g_mol=108.2 total_charge=-1 largest_force_ev_per_a=1.7
C -2.06 -0.90 0.45
N -0.88 -0.54 -0.35
C 0.36 -0.65 0.45
C 1.59 -0.48 -0.49
S 2.77 0.73 0.24
H -3.00 -0.70 -0.06
H -1.99 -1.97 0.67
H -2.13 -0.36 1.40
H -1.02 0.47 -0.46
H 0.33 -1.59 1.02
H 0.32 0.11 1.24
H 2.13 -1.43 -0.54
H 1.11 -0.27 -1.44
H 1.10 2.23 -0.06
H 0.87 2.56 -1.47
O 0.51 2.79 -0.61

---

Entry 2:
16
Properties=species:S:1:pos:R:3 method="wB97M-V/def2-TZVPD" e_tot_ha=-648.5038 relative_energy_kj_mol=72.89 molar_mass_g_mol=108.2 total_charge=-1 largest_force_ev_per_a=1.5
C 1.16 -1.01 0.52
C 0.95 0.20 -0.47
S -0.61 0.05 -1.40
C 2.02 -0.69 1.75
N 1.58 -1.30 3.02
H 1.54 -1.89 0.02
H 0.12 -1.28 0.78
H 1.75 0.21 -1.20
H 0.92 1.05 0.20
H 2.06 0.39 1.85
H 3.00 -1.14 1.60
H 0.82 -0.77 3.42
H 1.23 -2.22 2.82
H -3.39 1.41 -1.88
H -3.55 2.96 -1.77
O -4.04 2.14 -1.85

---

Entry 3:
16
Properties=species:S:1:pos:R:3 method="wB97M-V/def2-TZVPD" e_tot_ha=-648.4550 relative_energy_kj_mol=201.07 molar_mass_g_mol=108.2 total_charge=-1 largest_force_ev_per_a=1.5
C -0.61 3.39 -0.31
O -0.93 2.09 0.01
H 0.10 3.84 0.40
H -0.23 3.43 -1.35
H -1.52 4.02 -0.37
C -0.07 -0.84 -0.95
C 0.57 -0.78 0.42
S 0.47 -2.44 1.21
N 0.13 0.45 -1.60
H 0.35 -1.70 -1.50
H -1.14 -1.11 -0.80
H 1.61 -0.48 0.33
H 0.05 -0.07 1.06
H 1.24 -2.18 2.28
H -0.13 0.39 -2.57
H -0.44 1.30 -0.82

---

Entry 4:
16
Properties=species:S:1:pos:R:3 method="wB97M-V/def2-TZVPD" e_tot_ha=-648.3417 relative_energy_kj_mol=101.65 molar_mass_g_mol=108.2 multiplicity=2 total_charge=-2 largest_force_ev_per_a=1.5 s_squared=0.7506
C -1.89 2.07 -1.02
N -1.01 0.97 -1.11
C -0.82 0.12 0.05
C 0.59 -0.44 0.03
S 0.90 -1.58 -1.40
H -2.89 1.71 -0.73
H -2.01 2.55 -1.99
H -1.60 2.89 -0.33
H -0.28 0.80 -1.81
H -1.00 0.63 1.01
H -1.56 -0.70 0.05
H 0.91 -1.09 0.84
H 1.29 0.39 -0.08
H 0.78 -0.58 3.20
H 2.12 0.00 3.76
O 1.13 0.11 3.81

---

Entry 5:
16
Properties=species:S:1:pos:R:3 method="wB97M-V/def2-TZVPD" e_tot_ha=-648.4285 relative_energy_kj_mol=15.36 molar_mass_g_mol=108.2 multiplicity=2 largest_force_ev_per_a=1.5 s_squared=0.7527
C 0.92 -0.50 0.74
C 1.26 0.98 0.52
S 0.23 1.82 -0.71
C 0.50 -1.30 -0.47
N -0.22 -2.49 0.02
H 0.10 -0.53 1.47
H 1.81 -0.95 1.19
H 2.23 1.05 0.00
H 1.38 1.57 1.42
H 1.34 -1.66 -1.05
H -0.14 -0.76 -1.14
H -0.64 -3.04 -0.71
H 0.35 -3.06 0.62
H -1.82 0.70 0.20
H -1.98 -0.79 0.46
O -2.47 0.04 0.50

---

Entry 6:
17
Properties=species:S:1:pos:R:3 method="wB97M-V/def2-TZVPD" e_tot_ha=-1312.7265 relative_energy_kj_mol=225.74 molar_mass_g_mol=155.2 smiles="CSP=S.C=C.N" largest_force_ev_per_a=4.1
C 3.68 1.39 -0.35
S 2.11 0.86 -0.98
P 0.77 0.85 0.64
S 1.68 0.66 2.37
H 4.31 0.99 0.56
H 3.65 2.45 -0.13
H 4.40 1.25 -1.10
C -1.00 -2.43 -1.30
C -1.80 -2.05 -0.27
H -1.33 -2.66 -2.33
H 0.07 -2.59 -1.15
H -1.46 -2.07 0.78
H -2.88 -1.64 -0.36
N -3.00 1.16 -0.62
H -3.66 1.52 -0.06
H -2.14 1.04 -0.13
H -2.96 1.77 -1.38

---

Entry 7:
15
Properties=species:S:1:pos:R:3 method="wB97M-V/def2-TZVPD" e_tot_ha=-573.1620 relative_energy_kj_mol=55.89 molar_mass_g_mol=92.2 multiplicity=2 largest_force_ev_per_a=1.0 s_squared=0.7528
C 3.06 -1.36 0.13
S 1.90 -0.26 -0.63
H 2.83 -2.42 -0.03
H 3.10 -1.19 1.20
H 4.06 -1.25 -0.29
C -1.80 1.55 -0.77
N -1.48 1.07 0.55
C -1.33 -0.39 0.59
H -2.67 1.00 -1.14
H -1.01 1.39 -1.52
H -2.07 2.60 -0.80
H -0.66 1.51 0.93
H -1.21 -0.78 -0.42
H -0.48 -0.65 1.21
H -2.25 -0.82 0.98

---

Entry 8:
15
Properties=species:S:1:pos:R:3 method="wB97M-V/def2-TZVPD" e_tot_ha=-573.1533 relative_energy_kj_mol=78.78 molar_mass_g_mol=92.2 multiplicity=2 largest_force_ev_per_a=1.6 s_squared=0.7528
C 2.57 -0.04 0.25
S 1.81 -1.71 0.27
H 3.27 0.36 0.98
H 1.70 0.63 0.28
H 2.92 0.05 -0.77
C -2.92 1.56 -0.91
N -1.74 1.53 -0.06
C -1.32 0.18 0.34
H -2.72 1.27 -1.95
H -3.29 2.58 -0.93
H -3.72 0.94 -0.51
H -0.97 1.97 -0.55
H -2.17 -0.21 0.91
H -0.89 -0.37 -0.50
H -0.50 0.27 1.06